1.
This record from the Open Molecules 2025 dataset describes C6H19ClF2N4O6PS2Ti as an isolated structure in a non-equilibrium geometry. The level of theory is ωB97M-V/def2-TZVPD.

- Frontier orbital gap (alpha / beta): 3.0 / 6.4 eV
- ΔE to the lowest compared entry with this formula, charge and spin: 0.0 kJ/mol
- Total charge: -2
- Lowest unoccupied orbital energy (alpha / beta): 3.90 / 3.90 eV
- Multiplicity: 4
- Electronic energy: -96807.625 eV
- E_HOMO (alpha / beta): 0.9 / -2.5 eV
- ⟨S²⟩: 3.76

Last column: Löwdin charge in e.
Cartesian coordinates (Å):
Ti: 1.92087 -0.33889 -1.80669  0.756
Cl: 3.26710 -2.64217 -1.27035  -0.334
N: 0.91290 -0.73275 -3.84616  -0.422
S: -0.38060 -1.78311 -4.59865  0.461
O: -0.10580 -2.53203 -5.80291  -0.376
O: -1.74187 -1.60870 -4.15872  -0.393
F: 0.00708 -2.97672 -3.53891  -0.309
S: 0.31223 0.45364 -4.77493  0.389
O: -0.76912 1.22045 -4.20150  -0.363
O: 0.42140 0.42958 -6.22440  -0.360
F: 1.55880 1.46406 -4.44048  -0.284
O: 3.85534 1.04549 -1.41039  -0.535
H: 3.09316 1.62745 -1.34049  -0.174
O: 0.29093 0.80779 -0.49621  -0.324
P: -0.18152 0.37694 0.85182  0.528
N: 0.77831 -0.72606 1.62655  -0.298
C: 1.61523 -0.44872 2.80895  -0.083
C: 0.92890 -2.10396 1.15058  -0.154
N: -1.70036 -0.30430 0.90826  -0.283
C: -2.29108 -1.16447 1.93105  -0.097
C: -2.72156 0.23445 -0.01364  -0.091
N: -0.20874 1.70606 1.83897  -0.306
C: -1.08166 1.75211 3.01977  -0.084
C: 0.69070 2.78323 1.55567  -0.136
H: 2.08501 0.53289 2.70133  0.077
H: 2.50749 -1.04972 2.63196  0.087
H: 1.08792 -0.58687 3.74983  0.070
H: 1.99027 -2.30731 0.99580  0.007
H: 0.58183 -2.33560 0.13897  0.067
H: 0.34564 -2.73946 1.82516  0.069
H: -2.58516 -0.51002 2.76237  0.059
H: -3.19824 -1.60917 1.53284  0.081
H: -1.55785 -1.85823 2.33774  0.064
H: -3.31129 1.01514 0.49006  0.070
H: -2.27362 0.84515 -0.79908  0.084
H: -3.41500 -0.48466 -0.43992  0.085
H: -0.76126 2.58656 3.63809  0.077
H: -2.10696 1.79715 2.65354  0.071
H: -0.87360 0.83227 3.57363  0.062
H: 0.31728 3.49022 0.80665  0.085
H: 1.68709 2.54222 1.16508  0.083
H: 1.00978 3.30009 2.46878  0.076



2.
This record from the Open Molecules 2025 dataset describes C6H19F2N5O3Sr2 as an isolated structure in a non-equilibrium geometry. The level of theory is ωB97M-V/def2-TZVPD.

- Frontier orbital gap: 6.1 eV
- Total charge: +2
- Lowest unoccupied orbital energy: -8.18 eV
- Electronic energy: -27220.549 eV
- E_HOMO: -14.3 eV

Last column: Löwdin charge in e.
Cartesian coordinates (Å):
Sr: 1.57158 -1.11892 -3.40851  1.730
Sr: -0.06069 1.38486 -1.13504  1.604
F: 0.13975 -1.24371 -1.39721  -0.674
F: 2.39849 0.69476 -1.61801  -0.703
C: 2.57428 3.93069 1.68103  -0.043
C: 1.98433 2.72498 0.93871  -0.428
C: 1.12500 1.79809 1.81635  -0.183
O: 0.60386 0.69784 1.09740  -0.379
C: -0.41536 -0.07682 1.82676  -0.017
N: 1.22221 3.43980 -0.02325  -0.075
H: 2.95715 4.69965 1.01007  0.093
H: 3.49295 3.52345 2.10331  0.090
H: 2.09604 4.35690 2.56292  0.101
H: 2.76641 2.13611 0.45946  0.141
H: 0.37998 2.34992 2.38952  0.144
H: 1.82379 1.35306 2.52469  0.150
H: -0.62836 -0.96320 1.22921  0.062
H: -1.28572 0.57683 1.88426  0.101
H: -0.13506 -0.41601 2.82399  0.115
H: 1.86122 4.08367 -0.46734  0.094
H: 0.55548 4.08536 0.37527  0.103
C: -3.23377 -0.26884 -2.02960  -0.731
O: -2.55849 0.73822 -2.12520  -0.076
N: -2.72464 -1.41051 -1.54803  0.181
N: -4.49205 -0.30558 -2.38565  0.201
H: -1.72519 -1.45091 -1.40807  0.041
H: -3.34266 -2.19784 -1.41288  0.126
H: -4.84553 0.30022 -3.11240  0.140
H: -5.05906 -1.07841 -2.06730  0.129
C: 0.48984 -4.40465 0.34631  -0.784
O: 0.66426 -5.34335 1.06219  0.106
N: 0.99725 -4.32798 -0.87171  0.141
N: -0.43321 -3.50429 0.44025  0.160
H: 0.75421 -3.56660 -1.48923  0.046
H: 1.59293 -5.04480 -1.26084  0.123
H: -0.20083 -2.71066 -0.13963  0.039
H: -0.91038 -3.44133 1.32819  0.131



3.
This record from the Open Molecules 2025 dataset describes a 2-piece molecular cluster, C6H19N2OSi overall in a non-equilibrium geometry. The level of theory is ωB97M-V/def2-TZVPD.

- Frontier orbital gap (alpha / beta): 6.7 / 6.7 eV
- Total charge: +1
- Lowest unoccupied orbital energy (alpha / beta): -2.61 / -7.04 eV
- Multiplicity: 3
- Electronic energy: -19423.805 eV
- E_HOMO (alpha / beta): -9.3 / -13.8 eV
- ⟨S²⟩: 2.01

Last column: Löwdin charge in e.
Cartesian coordinates (Å):
C: -1.34405 0.68883 1.31965  -0.042
C: -2.22498 0.06262 -1.45389  0.008
C: -0.05767 -0.77030 -1.87533  -0.053
C: 0.75401 -2.26571 0.59337  -0.028
C: 0.90938 -0.85011 2.37513  -0.043
C: -0.62996 -0.27605 0.49196  -0.376
N: -0.98392 -0.39859 -0.81235  -0.073
N: 0.35306 -0.99041 1.11943  -0.101
O: 0.92820 1.72605 0.10700  -0.357
Si: 1.40295 2.64463 -1.18624  0.558
H: -2.37774 0.75105 0.84856  0.086
H: -0.96079 1.66698 1.28137  0.049
H: -1.47347 0.41285 2.45124  0.134
H: -3.07622 0.02970 -0.71652  0.117
H: -2.05110 1.11241 -1.72661  0.118
H: -2.49823 -0.45320 -2.31574  0.081
H: 0.95537 -1.02890 -1.35264  0.112
H: -0.34429 -1.66023 -2.47131  0.119
H: 0.22941 0.13364 -2.49624  0.083
H: 1.81234 -2.30283 0.62660  0.097
H: 0.42555 -2.98971 1.36383  0.122
H: 0.31473 -2.59920 -0.39922  0.117
H: 0.67384 0.05195 2.75785  0.061
H: 0.69253 -1.67351 3.03739  0.120
H: 2.05329 -0.87942 2.38531  0.154
H: 1.64806 1.47398 0.74199  0.083
H: 0.42288 2.24632 -2.30836  -0.047
H: 1.77499 4.13905 -0.80247  -0.031
H: 2.67182 1.99810 -1.58373  -0.069



Q: The highest electronic energy belongs to which entry?
A: C6H19N2OSi



Please write out number 3 again, unchanged.
This record from the Open Molecules 2025 dataset describes a 2-piece molecular cluster, C6H19N2OSi overall in a non-equilibrium geometry. The level of theory is ωB97M-V/def2-TZVPD.

- Frontier orbital gap (alpha / beta): 6.7 / 6.7 eV
- Total charge: +1
- Lowest unoccupied orbital energy (alpha / beta): -2.61 / -7.04 eV
- Multiplicity: 3
- Electronic energy: -19423.805 eV
- E_HOMO (alpha / beta): -9.3 / -13.8 eV
- ⟨S²⟩: 2.01

Last column: Löwdin charge in e.
Cartesian coordinates (Å):
C: -1.34405 0.68883 1.31965  -0.042
C: -2.22498 0.06262 -1.45389  0.008
C: -0.05767 -0.77030 -1.87533  -0.053
C: 0.75401 -2.26571 0.59337  -0.028
C: 0.90938 -0.85011 2.37513  -0.043
C: -0.62996 -0.27605 0.49196  -0.376
N: -0.98392 -0.39859 -0.81235  -0.073
N: 0.35306 -0.99041 1.11943  -0.101
O: 0.92820 1.72605 0.10700  -0.357
Si: 1.40295 2.64463 -1.18624  0.558
H: -2.37774 0.75105 0.84856  0.086
H: -0.96079 1.66698 1.28137  0.049
H: -1.47347 0.41285 2.45124  0.134
H: -3.07622 0.02970 -0.71652  0.117
H: -2.05110 1.11241 -1.72661  0.118
H: -2.49823 -0.45320 -2.31574  0.081
H: 0.95537 -1.02890 -1.35264  0.112
H: -0.34429 -1.66023 -2.47131  0.119
H: 0.22941 0.13364 -2.49624  0.083
H: 1.81234 -2.30283 0.62660  0.097
H: 0.42555 -2.98971 1.36383  0.122
H: 0.31473 -2.59920 -0.39922  0.117
H: 0.67384 0.05195 2.75785  0.061
H: 0.69253 -1.67351 3.03739  0.120
H: 2.05329 -0.87942 2.38531  0.154
H: 1.64806 1.47398 0.74199  0.083
H: 0.42288 2.24632 -2.30836  -0.047
H: 1.77499 4.13905 -0.80247  -0.031
H: 2.67182 1.99810 -1.58373  -0.069



Q: Which of these has the lowest electronic energy?
A: C6H19ClF2N4O6PS2Ti